[1]
This record from the OMol25 dataset describes C10H13CeClN3O7Tl as an isolated structure in a non-equilibrium geometry. The level of theory is ωB97M-V with the def2-TZVPD basis set.

Each line ends with the Mulliken charge.
Cartesian coordinates (Å):
Tl 1.23654 -0.20043 -0.24633  0.55
Cl 2.55609 -0.73031 -2.79761  -0.60
C 1.01216 1.99212 -0.41713  -1.22
H 0.52737 2.37329 0.49343  0.26
H 0.40469 2.17097 -1.31547  0.27
H 2.03598 2.40412 -0.50825  0.32
Ce 0.18622 -1.66495 -3.86734  1.03
C -0.37841 -3.93190 -3.93587  -1.16
C 0.65159 -1.10882 -6.06469  -1.04
C -1.79338 -0.76455 -4.18516  -0.83
H -0.16581 -0.35275 -6.12530  0.26
H 1.62093 -0.59337 -6.13876  0.31
H 0.51704 -1.85864 -6.86143  0.31
H -1.41851 -3.73739 -3.57891  0.28
H -0.40951 -4.40461 -4.92936  0.30
H 0.16946 -4.52973 -3.19333  0.36
H -1.84533 0.24305 -4.62627  0.35
H -2.70318 -1.30652 -3.89761  0.27
O 0.44052 2.96241 6.33396  -0.63
N -0.55606 2.47892 5.76169  0.96
O -1.72336 2.70274 6.14714  -0.64
C -0.35652 1.61902 4.61088  -0.33
C 0.95029 1.29141 4.21849  -0.18
C 1.15918 0.39649 3.16693  -0.23
C -0.00715 -0.21421 2.51900  0.78
O 0.01390 -1.25802 1.80010  -0.74
C -1.26398 0.47377 2.74129  -0.17
C -1.48758 1.18777 3.89562  -0.48
N -2.22334 0.40825 1.63579  0.98
O -3.41356 0.18592 1.90476  -0.62
O -1.75211 0.57801 0.48608  -0.53
N 2.51755 0.10327 2.78620  0.96
O 3.43605 0.40522 3.55885  -0.61
O 2.76253 -0.49080 1.66349  -0.65
H 1.79856 1.71898 4.75292  0.56
H -2.49887 1.45128 4.21220  0.54

Force components x, y, z for each atom (eV/Å):
-1.312 -1.565 -1.257
-0.018 -0.173 -1.172
0.652 0.917 0.616
0.072 0.152 -0.387
0.196 -0.015 0.287
-0.601 0.123 -0.097
2.568 -0.411 1.088
-0.132 0.136 0.107
-0.118 0.258 -0.336
-1.082 0.747 0.203
0.440 -0.283 -0.260
-0.192 -0.180 -0.098
0.089 0.298 0.213
0.327 -0.383 -0.111
0.002 0.001 0.350
-0.255 -0.057 -0.236
-0.660 -0.373 0.192
-0.130 0.574 -0.278
-1.313 -0.735 -0.919
-0.163 0.762 1.246
1.648 -0.411 -0.713
0.537 -0.141 0.372
-0.188 -0.122 -0.037
-0.618 0.464 0.474
0.651 -1.733 -1.679
0.148 1.822 1.522
0.266 0.470 0.466
-0.376 -0.111 -0.998
-0.452 -0.616 -0.880
1.508 0.544 -0.564
-1.275 -0.280 2.396
1.513 -1.127 -1.043
-1.325 -0.353 -1.072
-0.520 1.681 3.041
-0.299 -0.138 -0.175
0.412 0.260 -0.262

Its spin multiplicity is 2. The LUMO energy (spin up / spin down) comes out at 0.0479 / 0.0314 Eh. The HOMO energy (spin up / spin down) comes out at -3.4 / -3.2 eV. Its charge is -1. Its expectation value of S² is 0.814. The frontier orbital gap (spin up / spin down) comes out at 0.1736 / 0.1493 Eh.

[2]
This record from the OMol25 dataset describes C11H27ClIOP2Ru as an isolated structure in a non-equilibrium geometry. The level of theory is ωB97M-V with the def2-TZVPD basis set.

Each line ends with the natural charge from an NBO analysis.
Cartesian coordinates (Å):
C 0.39247 -1.71680 -1.18815  -0.91
I 0.05222 2.92908 -0.10507  0.39
H -0.56871 -2.23977 -1.11014  0.26
H 1.09061 -2.06405 -0.41197  0.24
H 0.85051 -1.89162 -2.17273  0.24
Ru 0.05009 0.29244 -0.86857  0.21
P -0.13214 0.56157 -3.18013  1.18
C 1.43763 1.01005 -4.00688  -0.96
C -0.69358 -0.89991 -4.12351  -0.95
H -2.19638 1.76812 -3.02955  0.27
H -1.52666 1.83154 -4.70594  0.28
H -0.82684 2.85934 -3.39734  0.26
C -1.28888 1.89217 -3.63277  -0.95
H -1.60851 -1.28716 -3.65904  0.27
H -0.89280 -0.62198 -5.16761  0.28
H 1.28879 1.15805 -5.08484  0.28
H 2.17212 0.21013 -3.84719  0.26
H 0.07883 -1.67665 -4.09862  0.26
H 1.81919 1.93393 -3.55347  0.25
C 1.88440 0.43346 -1.00679  0.61
O 3.04279 0.45160 -1.13362  -0.40
Cl -2.31106 -0.14286 -0.82550  -0.13
C -2.37332 1.13437 2.60319  -0.63
C -0.85560 1.10192 2.70831  -0.74
P 0.04065 0.00804 1.50810  1.19
C 1.79741 0.18719 2.05985  -0.75
C 2.08092 0.13205 3.55471  -0.62
C -0.59404 -1.68539 1.85412  -0.74
C -0.59375 -2.12650 3.31519  -0.61
H -2.69801 1.56480 1.64941  0.22
H -2.76813 1.76898 3.40741  0.26
H -2.82754 0.14198 2.70346  0.23
H -0.46666 2.11133 2.48789  0.23
H -0.52825 0.84054 3.72908  0.28
H 2.37019 -0.59550 1.53588  0.25
H 2.15257 1.14429 1.64023  0.25
H 1.86014 -0.85629 3.96985  0.22
H 3.14819 0.33141 3.73184  0.26
H 1.51331 0.87582 4.12109  0.22
H -1.60452 -1.72536 1.40992  0.26
H 0.00854 -2.37775 1.25409  0.25
H -1.16486 -1.44551 3.95651  0.22
H -1.03804 -3.12723 3.40248  0.27
H 0.42675 -2.19392 3.70680  0.22

Force components x, y, z for each atom (eV/Å):
1.555 -2.349 -0.773
0.213 1.985 0.267
0.140 0.374 -0.060
-0.004 -0.093 -0.395
-0.003 -0.372 0.524
-6.319 -1.465 0.407
0.547 1.081 -3.486
-0.047 -0.044 0.352
-0.143 -0.250 0.657
0.095 0.160 -0.284
0.134 0.025 0.325
-0.181 -0.175 -0.125
-0.138 0.040 0.345
0.150 -0.027 -0.228
0.104 0.136 0.327
-0.042 -0.058 0.277
-0.109 0.191 -0.129
-0.217 0.150 -0.078
-0.010 -0.166 -0.215
6.222 0.214 -0.816
-3.718 -0.068 0.498
1.503 0.603 0.072
-0.220 -0.073 -0.031
0.044 0.439 -0.458
0.365 0.254 3.701
0.205 -0.105 -0.616
0.101 -0.141 0.469
-0.232 -0.508 -0.857
0.208 0.248 0.437
-0.021 -0.082 0.127
0.048 -0.181 -0.226
0.094 0.175 0.016
0.027 -0.187 0.422
0.014 -0.049 -0.490
-0.131 0.147 0.124
-0.188 -0.230 0.147
0.119 0.291 -0.048
-0.334 -0.057 -0.131
0.166 -0.091 -0.117
0.310 0.091 0.234
-0.114 0.118 0.192
0.082 -0.186 -0.111
0.039 0.287 -0.180
-0.317 -0.049 -0.066

Its spin multiplicity is 6. The LUMO energy (spin up / spin down) comes out at -0.2602 / -0.4195 Eh. The HOMO energy (spin up / spin down) comes out at -12.7 / -16.9 eV. Its charge is +2. Its expectation value of S² is 8.775. The frontier orbital gap (spin up / spin down) comes out at 0.2063 / 0.2029 Eh.

[3]
This record from the OMol25 dataset describes C6H11AlF9S as an isolated structure in a non-equilibrium geometry. The level of theory is ωB97M-V with the def2-TZVPD basis set.

Each line ends with the natural charge from an NBO analysis.
Cartesian coordinates (Å):
F -2.55238 -0.14549 -1.35584  -0.34
C -1.37184 -0.44571 -0.71905  0.65
F -0.39464 -0.07945 -1.55840  -0.30
C -1.33989 0.34157 0.57792  -0.47
C -0.12850 0.15382 1.48197  -0.40
C 1.12006 0.95000 1.10112  -0.40
C 0.88380 2.47891 1.13626  -0.95
Al 1.42495 3.40263 -0.62283  0.89
C -1.42925 -2.01784 -0.55190  0.46
F -1.77460 -2.30392 0.74436  -0.32
F -2.40914 -2.52053 -1.36331  -0.31
S 0.16845 -2.96387 -0.99549  2.37
F -0.65942 -4.22986 -1.50982  -0.46
F 0.26981 -3.66315 0.43938  -0.46
F 1.05862 -1.77867 -0.47233  -0.45
F 0.12181 -2.34390 -2.44143  -0.45
F 1.49342 -3.72484 -1.41070  -0.45
H -1.43133 1.37597 0.25980  0.26
H -2.26436 0.08957 1.09030  0.22
H 0.08229 -0.90383 1.62406  0.19
H -0.41641 0.52202 2.46674  0.20
H 1.86557 0.69556 1.85546  0.19
H 1.52060 0.64361 0.13814  0.20
H 1.52220 2.92743 1.89737  0.20
H -0.14133 2.70397 1.43454  0.18
H 1.38240 2.28589 -1.80503  -0.42
H 2.97361 3.90182 -0.49175  -0.42
H 0.42551 4.64831 -0.94953  -0.42

Force components x, y, z for each atom (eV/Å):
0.082 0.056 0.068
-0.332 0.402 0.103
-0.053 0.072 -0.056
-0.008 -0.290 -0.331
0.062 0.158 0.159
-0.130 0.345 0.394
0.285 -0.037 -0.581
-0.050 -0.079 0.177
-0.883 -0.461 0.265
0.226 0.002 -1.297
0.966 0.276 0.842
0.139 -0.515 0.223
-0.027 0.131 0.093
-0.129 0.214 -0.145
0.049 -0.012 0.125
-0.164 -0.021 -0.198
0.070 -0.091 0.008
0.089 0.208 -0.057
-0.090 -0.062 0.146
0.081 -0.171 -0.064
-0.147 0.014 0.121
0.217 -0.160 -0.033
-0.027 -0.172 -0.169
0.025 0.047 0.205
-0.176 0.053 0.016
-0.089 -0.069 -0.073
0.047 0.081 0.062
-0.034 0.083 -0.003

The LUMO energy comes out at 0.0921 Eh. The HOMO energy comes out at -4.6 eV. Its charge is -1. As for the energy relative to the best compared isomer or geometry (same formula, charge and spin): 15.96 kJ/mol. The frontier orbital gap comes out at 0.2625 Eh.

[4]
This record from the OMol25 dataset describes a 2-piece molecular cluster, C12H17N overall in a non-equilibrium geometry. The level of theory is ωB97M-V with the def2-TZVPD basis set.

Each line ends with the natural charge from an NBO analysis.
Cartesian coordinates (Å):
C -2.12695 1.84001 -0.51242  -0.63
C 0.91437 0.81809 -2.39918  0.15
C -0.46766 0.64069 -2.09569  -0.10
C -0.74268 1.45493 -0.95973  -0.09
C 0.40645 2.11490 -0.63811  -0.02
C 0.92945 -0.72348 -4.16687  -0.21
C 1.63383 0.16662 -3.37966  -0.25
C -0.46041 -0.82798 -3.99271  -0.24
C -1.10094 -0.32132 -2.88148  -0.19
N 1.41958 1.67116 -1.44909  -0.53
H 1.43389 -1.12213 -5.02277  0.21
H 2.71280 0.27676 -3.37318  0.21
H -0.98001 -1.24599 -4.84283  0.21
H -2.06885 -0.71384 -2.58259  0.21
H 2.39747 1.87155 -1.35492  0.41
H 0.51375 2.80457 0.17931  0.21
H -2.08512 2.69562 0.15389  0.21
H -2.58670 1.07555 0.11546  0.21
H -2.73076 2.16531 -1.35362  0.22
C 0.29669 -1.85136 4.04071  -0.40
C -0.54868 -1.66472 2.78211  -0.62
C 1.08452 -0.57241 4.39750  -0.62
H -0.35879 -2.02129 4.89589  0.19
H 0.91488 -2.73416 3.92836  0.20
H -0.77159 -0.62894 2.55212  0.20
H 1.49671 -0.54304 5.40359  0.21
H 2.03236 -0.62458 3.82774  0.20
H -1.53126 -2.13850 2.91117  0.21
H -0.21958 -2.15046 1.86034  0.21
H 0.59321 0.28843 3.95664  0.21

Force components x, y, z for each atom (eV/Å):
0.573 0.008 0.857
-0.192 0.409 1.046
1.765 -0.947 -0.628
-1.022 0.901 -0.211
-0.407 -0.867 0.195
-0.134 1.704 -0.179
0.091 -0.719 0.600
0.734 -0.470 -0.580
-0.934 0.203 0.178
0.383 0.509 -0.054
-0.037 -0.521 -0.322
-0.022 -0.022 -0.400
-0.439 -0.750 0.488
-0.288 0.462 -0.449
-0.019 0.194 0.058
0.376 0.220 -0.095
0.216 0.306 0.097
-0.353 -0.234 -0.489
-0.290 -0.400 -0.086
-0.421 0.839 0.455
-1.143 -0.729 -0.279
1.848 -1.300 -1.674
-0.201 -0.306 -0.125
0.325 -0.034 0.170
0.161 0.276 0.002
-0.835 0.415 0.320
-0.232 0.141 -0.130
0.054 0.115 0.195
0.667 0.210 0.170
-0.224 0.387 0.872

The LUMO energy comes out at 0.0302 Eh. The HOMO energy comes out at -7.8 eV. As for the energy relative to the best compared isomer or geometry (same formula, charge and spin): 117.44 kJ/mol. The frontier orbital gap comes out at 0.3160 Eh. Its SMILES is Cc1c[nH]c2ccccc12.CCC.

[5]
This record from the OMol25 dataset describes a 2-piece molecular cluster, C3H6NO5S2 overall in a non-equilibrium geometry. The level of theory is ωB97M-V with the def2-TZVPD basis set.

Each line ends with the natural charge from an NBO analysis.
Cartesian coordinates (Å):
C 2.18402 -1.01702 0.13017  0.68
C -3.16856 -0.07272 0.34375  -0.49
C 1.01784 -0.33591 0.24238  -0.54
N -0.16007 -1.12743 0.11536  -0.89
O 3.31161 -0.28385 -0.08126  -0.72
O -0.20490 1.94397 0.85191  -0.88
O 2.24256 -2.25503 0.19473  -0.72
O -0.13426 1.29787 -1.57093  -0.98
O 1.88445 2.04040 -0.53378  -0.98
S -4.35403 -1.06641 -0.20369  0.05
S 0.69207 1.28294 -0.36917  2.32
H -2.54968 0.58839 -0.38976  0.21
H -2.60139 -0.39679 1.22359  0.21
H 3.16095 0.66258 -0.11688  0.50
H -0.74654 -0.65966 -0.57465  0.35
H 0.34634 -1.95536 -0.22521  0.40
H -0.92040 1.35404 0.96344  0.48

Force components x, y, z for each atom (eV/Å):
1.797 0.012 -0.214
1.219 -1.308 -2.131
-2.112 3.541 -0.465
-0.721 -0.419 0.604
1.483 -1.034 0.161
1.901 1.227 -1.160
0.279 0.391 -0.193
-0.638 -0.259 1.143
1.100 1.213 0.901
0.718 1.344 0.562
0.143 -2.253 -0.374
-1.562 -0.600 1.298
-0.416 0.557 0.219
-0.549 0.308 -0.024
0.189 -0.955 -0.477
-1.385 -0.593 -0.276
-1.445 -1.172 0.427

The LUMO energy comes out at 0.0620 Eh. The HOMO energy comes out at -3.5 eV. Its charge is -1. As for the energy relative to the best compared isomer or geometry (same formula, charge and spin): 276.68 kJ/mol. The frontier orbital gap comes out at 0.1893 Eh.

Number 1: E -2187.14820 hartree. Number 2: E -2045.29615 hartree. Number 3: E -1774.58515 hartree. Number 4: E -522.17554 hartree. Number 5: E -1345.23265 hartree.